145
Properties=species:S:1:pos:R:3:forces:R:3 method="wB97M-V/def2-TZVPD" multiplicity=1 homo_ev=-8.89 gap_ev=9.424 de_lowest_ev=0.008
C -0.0689 -3.1418 7.3385 1.1 -0.6 2.0
O 0.6908 -1.9992 7.0169 -0.1 0.2 -1.4
C 1.4589 -2.2162 5.8043 -0.6 1.8 0.1
C 0.6003 -2.4081 4.5270 -0.1 0.2 0.1
C 1.5058 -2.6701 3.3214 0.6 -0.7 -0.1
N -0.3010 -1.2722 4.1830 1.8 -0.6 -1.3
H -0.9896 -3.3125 6.7911 0.0 0.0 -0.5
H -0.3615 -3.0318 8.4055 0.1 0.0 -0.6
H 0.6347 -4.0170 7.3205 -0.9 0.3 -0.2
H 2.0625 -1.2797 5.6442 -0.3 -0.9 0.3
H 2.1034 -3.0633 6.0117 0.3 -0.3 -0.4
H -0.1030 -3.2238 4.7216 0.4 -0.3 -0.2
H 1.9902 -1.7686 2.9510 -0.2 0.4 0.2
H 0.9687 -3.1010 2.4668 0.0 0.0 0.3
H 2.3765 -3.3237 3.5507 -0.8 0.1 0.1
H -0.8161 -0.9996 4.9763 -0.5 0.7 1.1
H 0.2608 -0.5000 3.7802 -0.5 -0.4 0.7
C 1.2474 3.3428 -6.0563 -0.9 0.8 0.6
O 1.7791 2.8326 -4.8497 0.3 -0.4 -0.9
C 2.3613 1.5346 -5.0165 0.3 0.3 0.5
C 3.4698 1.4096 -3.9793 1.2 0.9 -0.4
C 4.3066 0.1994 -4.2726 0.4 -1.1 1.6
N 3.0104 1.5266 -2.6165 -1.1 -0.3 0.8
H 0.5640 4.1566 -5.7801 0.1 -0.1 0.0
H 0.6579 2.6183 -6.5947 -0.2 -0.5 -0.2
H 1.9664 3.7757 -6.7403 0.6 -0.1 0.0
H 1.6000 0.7545 -4.8463 0.1 0.1 0.1
H 2.7831 1.3475 -6.0143 -0.2 0.5 0.0
H 4.2847 2.1969 -4.1487 -1.6 -0.3 0.2
H 4.5586 0.2577 -5.3006 0.8 -0.2 -0.9
H 3.8597 -0.7654 -4.0954 -0.9 -0.4 -0.1
H 5.1761 0.1241 -3.5898 -0.1 0.6 -0.6
H 2.0646 1.0782 -2.4619 1.5 0.6 -0.4
H 2.9635 2.5068 -2.3409 -0.2 -0.4 -0.1
C 4.1729 0.2217 2.3780 -3.1 -0.1 -0.7
O 3.4810 0.4837 3.6128 0.8 1.2 -0.3
C 3.2560 1.9051 3.7757 -0.3 -0.3 -1.0
C 2.7965 2.1800 5.1698 -1.1 1.0 -0.2
C 2.4833 3.6977 5.2901 1.0 0.8 0.4
N 3.8747 1.7432 5.9927 1.6 -1.3 0.9
H 4.7941 1.0166 1.9986 0.6 0.3 0.4
H 3.3338 0.1384 1.6276 1.1 0.0 0.3
H 4.6411 -0.7383 2.4435 0.6 -0.4 0.1
H 4.1867 2.4592 3.6172 0.2 -0.2 0.1
H 2.5581 2.3283 3.0227 0.0 -0.6 0.2
H 1.8013 1.7046 5.3634 0.7 -0.2 -0.1
H 3.1690 4.4462 4.8202 0.3 -1.1 0.2
H 2.4657 4.0045 6.3460 -0.2 -0.2 -0.2
H 1.5571 3.9733 4.8218 -0.7 -0.3 0.0
H 3.6943 1.5144 6.9778 -0.2 0.2 -0.8
H 4.3860 0.9449 5.5390 -0.9 1.1 0.9
C -8.3807 1.2828 0.3196 -0.4 -1.8 0.9
O -7.3067 1.9657 -0.2111 0.4 0.2 -0.9
C -6.4311 1.1094 -0.9022 0.3 -0.4 -1.9
C -5.9518 1.6953 -2.2762 0.8 0.1 0.2
C -7.0528 1.6486 -3.3178 -1.1 -1.7 0.5
N -4.7461 0.9190 -2.6683 -0.5 -0.3 1.0
H -9.1653 1.9529 0.5904 -0.3 0.8 0.4
H -8.0761 0.6815 1.2251 -0.3 0.5 -0.6
H -8.8448 0.5664 -0.3862 0.3 0.2 0.0
H -5.5473 0.8832 -0.3177 0.2 0.0 0.4
H -6.9090 0.1479 -1.2040 0.1 0.4 0.6
H -5.7461 2.7515 -2.1239 0.4 0.3 0.2
H -7.9980 1.8435 -2.7839 0.2 0.2 -0.3
H -7.1692 0.6125 -3.7034 0.2 0.4 0.2
H -7.0171 2.2947 -4.1817 0.5 0.4 0.0
H -3.8931 1.1284 -2.1683 -0.1 0.4 0.6
H -4.4455 0.9272 -3.6117 -0.5 0.3 -1.2
C 1.6732 -6.5129 -3.3369 -1.3 0.7 1.2
O 1.4430 -5.6045 -4.3819 1.9 -2.0 -1.8
C 0.8754 -4.4184 -4.0451 -1.0 0.8 0.5
C 0.2912 -3.7449 -5.2674 -1.0 0.1 -0.3
C 1.3345 -3.4766 -6.3557 0.4 1.2 0.4
N -0.3718 -2.4805 -4.7607 1.7 -1.1 -0.7
H 2.1821 -6.0177 -2.5322 0.7 0.4 0.5
H 2.2263 -7.4234 -3.5498 -0.1 0.2 -0.9
H 0.6876 -6.7434 -2.8978 0.1 -0.5 -0.1
H 0.1059 -4.6761 -3.3088 -0.4 0.8 0.2
H 1.5503 -3.6562 -3.6558 0.6 -0.2 0.6
H -0.3956 -4.4778 -5.7567 -0.1 0.6 0.6
H 1.9957 -4.3330 -6.4938 0.0 0.0 0.2
H 1.9486 -2.5507 -6.1211 -0.6 -1.0 -0.2
H 0.8323 -3.3325 -7.3138 0.0 0.2 0.0
H -0.5296 -1.8234 -5.5155 -0.4 -0.2 0.2
H -1.1758 -2.6847 -4.1851 -0.5 0.0 -0.1
C 0.5395 6.7217 1.0422 -1.1 -0.5 0.5
O -0.0065 5.4896 1.5720 -0.9 1.4 -0.3
C -1.2006 5.7475 2.3577 1.9 -0.3 0.8
C -1.7771 4.3877 2.7556 -0.2 1.2 -0.8
C -0.8324 3.5310 3.5965 0.6 0.3 0.3
N -2.2978 3.7547 1.5013 0.2 -0.4 1.5
H -0.1260 7.2347 0.3232 0.0 -0.5 0.2
H 1.4484 6.4709 0.5333 0.5 -0.1 -0.1
H 0.6918 7.4104 1.8742 0.4 0.1 0.0
H -0.8834 6.3144 3.2669 -0.2 -0.2 -0.4
H -1.9482 6.3677 1.8515 0.1 -0.2 -0.4
H -2.6221 4.7197 3.3508 -0.4 -0.6 0.4
H -1.3149 2.5941 3.8150 -0.1 -0.6 -0.1
H -0.5673 3.9425 4.6030 -0.5 0.2 -0.9
H 0.1478 3.3597 3.1163 -0.6 -0.1 -0.1
H -1.6349 3.9928 0.7847 0.2 0.0 -0.7
H -3.1659 4.2265 1.2807 0.0 -0.1 -0.2
N -2.9157 -1.7242 -1.2339 1.2 0.5 3.0
C -2.3509 -2.9418 -1.4463 -1.6 2.1 -2.9
N -1.7559 -3.4437 -0.4200 2.8 -2.3 3.6
O -2.4297 -3.3661 -2.5965 0.6 -1.3 -0.2
H -3.5023 -1.4780 -1.9405 -2.0 1.1 -2.2
H -3.1902 -1.4400 -0.2976 0.1 -0.2 -0.4
H -1.2440 -4.3340 -0.5220 -0.6 1.0 0.0
H -1.5571 -2.8404 0.4150 -0.5 -0.8 -1.0
N -1.7342 1.6086 -1.2355 -0.8 1.0 1.9
C -1.1187 2.6652 -1.9006 -0.5 -3.4 0.0
N -0.5775 2.2260 -3.0429 2.1 0.3 -2.0
O -1.1571 3.7901 -1.5173 -0.1 2.4 0.7
H -1.3823 0.6480 -1.2813 -0.1 0.7 0.0
H -2.0391 1.9979 -0.3206 0.3 -1.1 -0.6
H 0.1079 2.8895 -3.4348 -0.5 -0.8 0.0
H -0.2990 1.2365 -3.1052 -0.3 0.8 0.1
C 4.1015 -4.8712 0.5961 -0.6 0.4 -1.6
C 4.5699 -3.7421 -0.3673 0.6 -0.6 0.5
O 4.1304 -4.0311 -1.6867 0.1 0.5 -0.7
H 3.0020 -4.7708 0.7627 0.8 -0.4 0.0
H 4.6480 -4.7900 1.5308 -0.1 -0.1 0.1
H 4.3484 -5.8420 0.0830 -0.4 0.8 0.7
H 5.6771 -3.7787 -0.2976 -0.4 0.4 -0.3
H 4.2060 -2.7483 -0.0778 0.1 -0.1 0.2
H 4.3657 -3.3026 -2.3100 -0.2 -0.8 0.9
C -3.3159 0.2405 2.8112 0.5 -1.1 0.5
C -2.1791 -0.1451 1.8565 -0.3 1.3 1.5
O -1.8442 -1.4910 1.8838 0.3 -1.2 0.1
H -3.6171 1.2853 2.5684 -0.2 -0.9 0.4
H -2.8300 0.1682 3.8188 -0.9 0.3 -0.5
H -4.0961 -0.5728 2.7493 0.4 1.3 0.1
H -1.3469 0.4840 2.2064 0.2 0.0 -0.7
H -2.4954 0.1537 0.8895 0.2 0.0 -1.2
H -1.3750 -1.6642 2.7461 -0.2 0.3 -0.4
C 1.4920 -0.6473 -0.1670 0.3 0.5 0.7
C 1.2223 -1.6354 -1.2552 1.1 1.1 -2.0
O 0.8829 -0.8347 -2.4427 -0.6 -2.2 -0.6
H 2.0166 0.2813 -0.4849 -0.4 -0.7 -0.1
H 2.1479 -1.1015 0.5874 -0.5 0.0 0.1
H 0.4994 -0.3799 0.2456 0.7 0.1 0.2
H 0.4025 -2.2448 -0.9422 -0.6 -0.6 -0.1
H 2.0624 -2.2809 -1.5995 -0.3 0.3 0.8
H 0.7106 -1.5426 -3.1543 -0.1 1.6 0.7



24
Properties=species:S:1:pos:R:3:forces:R:3 method="wB97M-V/def2-TZVPD" multiplicity=1 homo_ev=-8.46 gap_ev=9.326 de_lowest_ev=0.373
C -2.8104 1.8506 2.1344 -0.2 -0.1 0.4
C -1.9749 1.5914 0.9107 -0.6 -0.1 0.6
C -1.6242 0.2976 0.5667 0.1 -0.1 -0.3
C -0.8457 0.0501 -0.5643 -0.9 0.3 0.5
C -0.5026 1.1367 -1.3451 1.4 -0.3 -0.9
O 0.3323 0.9743 -2.4505 -0.5 -0.6 0.2
C -0.8349 2.4464 -1.0300 0.1 -0.7 0.6
C -1.6033 2.6511 0.1081 0.2 0.4 -0.4
H -3.8682 1.9257 1.9043 -0.3 0.0 -0.2
H -2.5569 2.7733 2.6501 0.2 0.2 -0.1
H -2.7234 1.0657 2.8830 0.1 -0.2 -0.1
H -2.0058 -0.5134 1.1752 0.2 -0.1 0.0
H -0.5646 -0.9592 -0.8243 0.1 -0.1 -0.1
H 0.3551 0.0290 -2.6968 0.0 0.7 0.2
H -0.3466 3.2070 -1.6108 -0.4 0.4 -0.2
H -1.9550 3.6346 0.4019 0.3 0.1 -0.1
C 3.0626 -2.4417 -0.9631 -0.1 -0.3 0.2
C 2.8383 -3.1361 0.3884 0.0 0.7 0.4
H 2.3052 -1.6934 -1.1243 -0.3 0.4 -0.1
H 4.0191 -1.9433 -1.0309 0.3 0.1 0.0
H 2.9935 -3.1329 -1.7945 0.0 -0.2 -0.1
H 3.5717 -2.8133 1.1294 0.3 -0.3 -0.2
H 2.8168 -4.2205 0.3236 0.1 0.0 0.1
H 1.9220 -2.7796 0.8587 -0.3 -0.3 -0.2